[1]
This record from OMol25 describes a cluster of 2 separate species, C4H11N3O2 in total at a distorted geometry. The level of theory is ωB97M-V with the def2-TZVPD basis set.

Structure (ORCA input):
```
! RIJCOSX wB97M-V def2-TZVPD def2/J DEFGRID3
* xyz 0 1
H 3.557 1.556 -0.252
N 2.848 1.779 0.439
C 1.692 1.375 0.143
N 0.612 1.706 0.936
N 1.360 0.685 -1.025
C 2.057 -0.576 -1.273
H -0.236 1.253 0.654
H 0.701 2.543 1.478
H 0.411 0.507 -1.243
H 2.552 -0.964 -0.401
H 2.843 -0.455 -2.025
H 1.423 -1.359 -1.698
C -3.121 -0.243 0.563
C -2.005 -1.169 0.193
O -0.978 -0.822 -0.324
O -2.306 -2.428 0.517
H -4.051 -0.800 0.657
H -3.158 0.469 -0.264
H -3.011 0.274 1.502
H -1.668 -3.083 0.194
*
```

## Properties
* structure (SMILES): [H]/N=C(/N)NC.CC(=O)O



[2]
This record from OMol25 describes a cluster of 2 separate species, C4H11N3O2 in total at a distorted geometry. The level of theory is ωB97M-V with the def2-TZVPD basis set.

Structure (ORCA input):
```
! RIJCOSX wB97M-V def2-TZVPD def2/J DEFGRID3
* xyz 0 1
C 2.464 0.206 -0.194
N 1.354 -0.687 -0.233
C 0.968 -1.354 0.755
N -0.084 -2.271 0.634
N 1.432 -1.231 2.100
H 3.056 0.146 0.757
H 2.132 1.247 -0.182
H 3.228 -0.154 -0.887
H -0.621 -2.382 -0.207
H -0.512 -2.569 1.489
H 2.306 -1.681 2.340
H 0.748 -1.645 2.720
C -2.698 2.237 -1.379
C -1.907 1.051 -0.888
O -2.225 0.277 -0.023
O -0.715 1.007 -1.506
H -3.708 1.847 -1.553
H -2.296 2.643 -2.297
H -2.843 2.840 -0.459
H -0.080 0.474 -0.987
*
```

## Properties
* structure (SMILES): CN=C(N)N.CC(=O)O



[3]
This record from OMol25 describes a cluster of 2 separate species, C4H11N3O2 in total at a distorted geometry. The level of theory is ωB97M-V with the def2-TZVPD basis set.

Structure (ORCA input):
```
! RIJCOSX wB97M-V def2-TZVPD def2/J DEFGRID3
* xyz 0 1
H 0.974 -1.476 2.458
N 0.637 -0.892 1.735
C -0.602 -0.584 1.651
N -1.231 -0.074 0.443
N -1.291 -0.533 2.923
C -2.636 -0.995 3.083
H -1.900 0.791 0.447
H -0.535 0.050 -0.297
H -0.847 -0.750 3.832
H -2.469 -1.884 3.724
H -3.054 -1.378 2.206
H -3.346 -0.189 3.548
C 1.677 1.126 -4.010
C 2.561 1.044 -2.907
O 3.753 1.342 -3.072
O 1.998 0.713 -1.767
H 0.582 0.861 -3.634
H 1.687 0.428 -4.871
H 1.568 2.049 -4.562
H 2.473 0.348 -0.931
*
```

## Properties
* structure (SMILES): [H]/N=C(/N)NC.CC(=O)O



[4]
This record from OMol25 describes a cluster of 2 separate species, C4H11N3O2 in total at a distorted geometry. The level of theory is ωB97M-V with the def2-TZVPD basis set.

Structure (ORCA input):
```
! RIJCOSX wB97M-V def2-TZVPD def2/J DEFGRID3
* xyz 0 1
C 0.505 -0.528 3.267
N 0.378 -0.246 1.841
C 0.896 -1.103 1.044
N 1.957 -1.957 1.329
N 0.554 -1.010 -0.275
H 0.180 -1.553 3.506
H -0.169 0.097 3.843
H 1.569 -0.499 3.540
H 2.157 -2.552 2.105
H 2.681 -1.977 0.630
H -0.377 -0.650 -0.430
H 0.932 -1.601 -0.990
C -1.746 2.008 -3.284
C -1.286 1.263 -2.077
O -1.310 0.068 -1.897
O -0.948 2.086 -1.082
H -1.236 1.658 -4.171
H -1.469 3.031 -3.109
H -2.778 1.782 -3.455
H -0.490 1.684 -0.335
*
```

## Properties
* structure (SMILES): CN=C(N)N.CC(=O)O



[5]
This record from OMol25 describes an isolated molecule of C4H11N3S at a distorted geometry. The level of theory is ωB97M-V with the def2-TZVPD basis set.

Structure (ORCA input):
```
! RIJCOSX wB97M-V def2-TZVPD def2/J DEFGRID3
* xyz 0 1
C 0.410 -1.019 0.464
C 0.618 1.424 -0.274
C 1.014 0.057 -0.474
C 2.597 -0.060 -0.137
N -2.612 0.158 -1.131
N -3.098 0.334 1.235
N -0.921 -1.305 0.058
S -1.952 0.233 0.188
H 1.002 -1.862 0.380
H 0.418 -0.642 1.467
H 0.762 1.919 0.723
H 0.011 2.096 -0.931
H 0.761 -0.150 -1.533
H 2.808 -1.164 0.031
H 2.789 0.366 0.894
H 3.066 0.285 -1.077
H -3.614 0.397 -1.187
H -3.009 0.392 2.248
H -1.052 -1.459 -0.944
*
```



[6]
This record from OMol25 describes a cluster of 2 separate species, C4H11N4 in total at a distorted geometry. The level of theory is ωB97M-V with the def2-TZVPD basis set.

Structure (ORCA input):
```
! RIJCOSX wB97M-V def2-TZVPD def2/J DEFGRID3
* xyz 1 1
C -1.997 -0.489 -1.186
C -1.509 0.581 0.908
C -0.137 -1.196 -0.023
C 0.940 -2.176 0.268
N -1.040 -1.389 -1.006
N -0.258 -0.251 0.847
N -2.173 0.585 -0.400
N 1.352 1.559 -0.558
H -2.616 -0.530 -1.961
H -2.130 0.224 1.664
H -1.189 1.690 1.131
H 1.940 -1.789 0.000
H 0.690 -3.050 -0.304
H 0.983 -2.569 1.267
H 1.708 1.313 0.357
H 0.546 -0.132 1.437
H -2.849 1.308 -0.274
H 1.491 2.559 -0.652
H 1.854 1.019 -1.226
*
```



[7]
This record from OMol25 describes a structure of composition C4H11N4 at a distorted geometry. The level of theory is ωB97M-V with the def2-TZVPD basis set.

Structure (ORCA input):
```
! RIJCOSX wB97M-V def2-TZVPD def2/J DEFGRID3
* xyz 1 1
C -0.193 -1.286 0.748
C -0.261 0.266 -0.462
C -0.342 1.298 -1.512
C -2.610 -0.161 0.628
N -1.240 -0.395 0.235
N 0.701 -0.559 -0.005
N 2.818 0.454 0.569
N 2.050 -0.420 -0.292
H -0.063 -1.219 1.827
H -0.405 -2.224 0.496
H 0.278 2.189 -1.280
H -1.279 1.536 -1.812
H 0.241 0.983 -2.318
H -2.779 0.902 0.456
H -3.263 -0.863 0.066
H -2.682 -0.483 1.664
H 3.095 1.316 0.198
H 3.451 -0.013 1.296
H 2.483 -1.319 -0.501
*
```



[8]
This record from OMol25 describes a cluster of 2 separate species, C4H11N4O2 in total at a distorted geometry. The level of theory is ωB97M-V with the def2-TZVPD basis set.

Structure (ORCA input):
```
! RIJCOSX wB97M-V def2-TZVPD def2/J DEFGRID3
* xyz 1 1
C 1.927 -0.371 -0.049
C 1.218 0.313 1.023
C -1.182 1.818 -0.258
C -1.373 -1.617 -0.813
N 0.282 -0.422 1.446
N -0.887 0.642 -0.712
N 2.866 0.123 -0.803
N -1.335 -0.386 -0.090
O 1.724 -1.603 -0.123
O -1.945 1.799 0.802
H 1.269 1.415 1.358
H -0.833 2.693 -0.650
H -1.218 -2.309 -0.099
H -2.391 -1.800 -1.251
H -0.551 -1.551 -1.595
H -0.433 -0.107 2.109
H 3.126 1.095 -0.922
H 3.369 -0.440 -1.594
H -2.223 -0.256 0.571
H 0.740 -1.703 0.538
H -2.150 2.666 1.111
*
```



[9]
This record from OMol25 describes an isolated molecule of C4H11N5O at a distorted geometry. The level of theory is ωB97M-V with the def2-TZVPD basis set.

Structure (ORCA input):
```
! RIJCOSX wB97M-V def2-TZVPD def2/J DEFGRID3
* xyz 0 1
C 1.326 1.060 -0.414
N 0.829 -0.306 -0.330
C 1.830 -1.294 -0.685
N 0.222 -0.668 1.005
O 0.853 -0.157 2.134
C -1.136 -0.206 0.850
N -1.462 1.024 1.520
N -2.111 -1.258 0.479
C -1.610 -0.547 -0.476
N -1.967 -0.089 -1.689
H 2.233 1.209 0.185
H 1.568 1.294 -1.452
H 0.552 1.733 -0.045
H 2.699 -1.244 -0.020
H 2.168 -1.121 -1.708
H 1.362 -2.273 -0.613
H 0.513 0.751 2.279
H -1.861 0.824 2.433
H -2.151 1.548 0.993
H -2.592 -0.676 -2.221
H -1.265 0.397 -2.225
*
```

## Properties
* structure (SMILES): CN(C)N(O)[C@]1(N)N=C1N



[10]
This record from OMol25 describes a cluster of 2 separate species, C4H11NO in total at a distorted geometry. The level of theory is ωB97M-V with the def2-TZVPD basis set.

Structure (ORCA input):
```
! RIJCOSX wB97M-V def2-TZVPD def2/J DEFGRID3
* xyz -1 2
C 0.251 -3.204 -0.302
C 1.382 -2.242 -0.085
C 1.420 -1.054 -0.669
H -0.549 -2.733 -0.859
H -0.057 -3.613 0.661
H 0.557 -4.053 -0.918
H 2.276 -2.499 0.477
H 2.256 -0.366 -0.597
H 0.578 -0.617 -1.197
N -0.661 3.120 1.087
C -1.431 2.469 0.099
O -0.944 1.168 -0.258
H -0.567 4.121 0.949
H -0.646 2.832 2.055
H -1.356 3.106 -0.790
H -2.491 2.341 0.331
H -0.016 1.223 0.018
*
```



[11]
This record from OMol25 describes a cluster of 2 separate species, C4H11NO in total at a distorted geometry. The level of theory is ωB97M-V with the def2-TZVPD basis set.

Structure (ORCA input):
```
! RIJCOSX wB97M-V def2-TZVPD def2/J DEFGRID3
* xyz 0 1
C 1.262 -1.567 -0.056
C 1.972 -0.249 0.437
C 1.005 0.416 1.396
N -0.331 0.002 0.846
C -0.188 -1.415 0.469
H 1.482 -1.759 -1.153
H 1.681 -2.375 0.579
H 2.253 0.366 -0.419
H 2.915 -0.451 1.011
H 1.185 1.508 1.376
H 1.125 0.069 2.412
H -0.391 0.538 -0.100
H -0.884 -1.710 -0.299
H -0.250 -2.053 1.380
O -4.434 2.678 -2.399
H -3.652 3.185 -2.189
H -4.751 2.817 -3.290
*
```

## Properties
* structure (SMILES): C1CCNC1.O



[12]
This record from OMol25 describes a cluster of 2 separate species, C4H11NO in total. The level of theory is ωB97M-V with the def2-TZVPD basis set.

Structure (ORCA input):
```
! RIJCOSX wB97M-V def2-TZVPD def2/J DEFGRID3
* xyz 0 1
C -1.588 -0.507 0.531
C -1.853 0.663 1.489
C -0.776 1.713 1.465
O -0.995 2.886 1.302
H -1.412 -0.134 -0.475
H -2.481 -1.131 0.543
H -0.727 -1.104 0.820
H -2.801 1.166 1.303
H -1.896 0.279 2.514
H 0.258 1.349 1.609
C 2.596 -0.760 -1.436
N 1.133 -0.567 -1.475
H 3.014 -0.940 -2.433
H 2.842 -1.617 -0.813
H 3.074 0.134 -1.038
H 0.919 0.031 -2.266
H 0.693 -1.461 -1.640
*
```

## Properties
* structure (SMILES): CCC=O.CN



Going through the records in order, we get energy relative to the best compared isomer or geometry (same formula, charge and spin) values of 0.872, 0.936, 2.870, 1.166, 6.350, 1.601, 4.420, 4.644, 2.954, 1.161, 1.446, 1.291 eV.